A molecular structure, C20H44AlB3Cl2F2LiN2NaO12S at a distorted geometry. Source: OMol25; level of theory: ωB97M-V/def2-TZVPD.

Computed properties:
highest occupied orbital energy	-11.65	eV
total charge	+2
spin multiplicity	1
Kohn-Sham gap	1.108	eV
maximum force	3.05	eV Å⁻¹
E	-103547.795	eV

```
89
Properties=species:S:1:pos:R:3:forces:R:3
C 3.903 -1.228 2.431 0.6 0.2 -0.1
C 3.934 -0.663 1.015 -0.3 -0.3 0.2
C 2.623 -0.035 0.517 0.0 0.0 -0.9
Cl 2.766 1.766 0.511 -0.3 0.0 0.1
B 1.365 -0.512 1.283 0.0 0.9 -0.1
O 0.961 0.036 2.524 -0.1 -0.2 -0.4
B -0.122 -0.554 3.080 -0.3 0.4 0.7
O -0.501 -1.836 2.870 0.6 -0.1 0.2
B 0.323 -2.369 1.883 -1.1 -0.8 -0.8
C 1.032 -3.777 1.935 -0.3 0.6 0.7
S 0.017 -5.062 1.262 0.8 -0.2 -1.2
O -1.103 -4.488 0.597 -1.2 0.8 0.6
O 0.848 -5.832 0.391 0.9 -0.8 0.2
O 0.564 -1.542 0.810 1.1 -0.2 0.3
H 3.472 -2.224 2.464 -0.4 -0.2 0.1
H 4.926 -1.353 2.766 0.2 -0.1 0.2
H 3.430 -0.575 3.156 -0.2 0.1 0.1
H 4.734 0.057 0.917 0.1 0.3 0.0
H 4.195 -1.461 0.332 0.0 -0.2 -0.2
H 2.481 -0.355 -0.547 0.1 0.7 1.2
H -0.771 0.112 3.841 -0.1 -0.5 -0.2
H 1.390 -3.989 2.940 -0.1 -0.4 0.2
H 1.907 -3.737 1.297 0.1 -0.2 -0.3
H -0.346 -5.840 2.310 -0.1 0.2 0.1
C 7.023 -6.752 -3.254 -0.9 -0.2 -0.4
C 6.336 -7.807 -2.400 1.1 2.8 0.7
O 5.552 -7.287 -1.378 -0.4 -1.6 -0.6
C 4.459 -6.476 -1.734 0.0 1.6 -0.1
C 3.411 -7.142 -2.614 0.2 -0.4 -0.1
H 7.628 -6.088 -2.646 0.0 0.0 0.2
H 7.661 -7.230 -3.993 -0.1 0.0 -0.1
H 6.268 -6.148 -3.776 0.2 0.0 -0.2
H 7.166 -8.411 -1.889 0.3 -0.1 0.5
H 5.748 -8.499 -3.013 0.2 -1.0 0.2
H 4.840 -5.555 -2.208 -0.2 -0.2 0.0
H 3.998 -6.179 -0.795 0.1 -0.1 0.1
H 3.812 -7.442 -3.583 0.1 0.1 0.0
H 2.589 -6.447 -2.795 0.1 0.0 0.1
H 3.014 -8.032 -2.131 -0.1 0.0 0.1
C 2.721 4.980 -0.958 -0.1 0.0 -0.8
O 2.837 4.682 0.298 -0.1 -0.1 0.1
H 3.245 5.910 -1.287 0.1 0.0 0.2
H 3.142 4.230 -1.678 0.2 -0.1 0.2
H 1.655 5.145 -1.340 -0.2 0.1 0.2
Li 0.050 4.568 -2.078 -0.3 0.0 -0.1
Na -1.157 1.579 4.956 -0.1 0.5 0.4
C -2.007 4.783 -0.226 0.4 -0.1 0.3
O -1.799 5.853 0.651 0.0 -0.1 -0.3
C -2.455 7.062 0.239 0.1 0.4 0.2
C -3.611 7.376 1.160 -0.1 -0.3 0.0
N -4.690 6.406 0.990 0.1 0.1 0.0
C -5.727 6.457 2.024 0.0 -0.2 -0.2
C -5.316 6.170 3.463 -0.3 0.2 0.1
O -4.920 4.824 3.708 0.2 0.0 -0.1
C -3.587 4.523 3.390 -0.2 0.0 0.0
H -1.342 3.966 0.077 -0.1 0.0 0.1
H -3.035 4.413 -0.189 0.0 -0.1 -0.3
H -1.782 5.063 -1.268 -0.3 0.1 0.0
H -2.782 7.004 -0.804 -0.1 -0.1 0.0
H -1.720 7.865 0.312 0.0 0.0 0.0
H -3.983 8.378 0.938 0.0 0.0 0.0
H -3.222 7.378 2.186 0.1 0.2 0.0
H -4.295 5.476 0.988 0.0 0.0 0.0
H -6.484 5.721 1.744 -0.1 0.0 0.0
H -6.212 7.435 1.985 0.1 0.0 0.0
H -6.197 6.331 4.085 0.0 -0.1 0.0
H -4.554 6.865 3.833 0.1 -0.1 -0.1
H -2.918 5.371 3.557 0.0 0.0 -0.1
H -3.491 4.171 2.356 0.2 0.1 0.0
H -3.272 3.700 4.044 0.0 0.0 0.1
Cl 3.108 -1.542 -2.091 -0.7 -1.9 -1.2
C -1.014 -8.558 -0.317 0.0 0.0 0.0
C -1.221 -9.615 0.662 -0.1 -0.2 0.1
N -1.387 -10.447 1.436 0.0 0.2 -0.1
H -1.850 -7.861 -0.288 0.0 0.0 0.0
H -0.096 -8.023 -0.090 0.0 0.0 -0.1
H -0.943 -8.984 -1.316 0.0 0.0 0.0
C -5.812 4.551 -4.081 -0.2 0.2 -0.1
C -5.660 3.928 -2.713 -0.2 -0.3 -0.2
O -4.252 3.674 -2.659 0.0 0.4 0.2
C -3.661 4.603 -3.446 0.0 0.0 -0.1
O -2.491 4.854 -3.422 0.5 -0.1 0.1
O -4.542 5.212 -4.240 -0.1 -0.1 0.1
F -6.323 2.761 -2.608 0.1 0.0 0.0
H -5.931 3.801 -4.863 0.1 -0.1 0.1
H -6.632 5.259 -4.140 0.2 0.2 0.0
H -5.941 4.579 -1.883 0.0 -0.1 0.1
Al 1.808 -3.594 -2.582 0.7 1.3 0.3
F 8.215 -7.330 -0.891 -0.5 -0.8 -0.5
```
Forces are in eV/Å.

Atomic partial charges in e from the Löwdin method, atoms 1 to 4: C -0.068; C -0.264; C -0.588; Cl 0.699